Density functional theory data (ωB97M-V/def2-TZVPD) for a structure of composition C36H90As3F27N6O12.

```
174
C36H90As3F27N6O12 (ωB97M-V/def2-TZVPD)
As 1.9748 7.7836 -5.4059
As 0.7503 -5.6027 4.8132
As 1.7468 0.4859 -7.7173
F 8.2331 -0.5811 -1.8089
F 1.9448 0.5978 -9.4918
F 0.7820 6.4627 -5.3591
F 0.6247 8.8919 -4.8602
F 1.7982 -6.1041 6.2205
F -0.7201 -5.6712 5.7903
F 1.1891 2.2084 -7.7238
F 0.9550 -3.9409 5.4266
F 6.6528 0.1425 -0.5399
F 3.2394 6.6579 -5.8687
F 2.4301 7.4962 -3.6537
F -1.6471 3.4850 4.9774
F 3.4760 1.0586 -7.4809
F -0.9379 4.6907 6.4228
F -6.2473 -4.3636 -4.3833
F -0.1960 -4.9195 3.3945
F 7.4082 -1.7441 -0.1737
F 1.4061 0.4199 -5.9455
F -6.1793 -3.3585 -2.4573
F 2.2790 -5.5307 3.8421
F 0.0831 -0.2298 -7.9481
F -5.0347 -2.6764 -4.1076
F 1.4579 8.0295 -7.1169
F 2.3531 -1.1669 -7.5617
F 3.1109 9.1562 -5.4907
F 0.5391 -7.3349 4.3227
F -1.0157 5.4182 4.4954
O 1.3604 -6.0559 -6.9832
O -6.2058 3.5180 -6.6460
O 0.1374 1.9588 -0.1524
O -4.5006 -6.0777 -3.7362
O 1.8201 4.6553 5.1682
O 4.6482 -1.7078 -1.7465
O 1.1578 2.4614 5.4924
O 7.8635 -2.2544 7.0893
O -4.8202 6.8942 0.4428
O -2.9442 -4.4825 -3.2450
O -3.0272 -1.4415 7.4046
O 6.4692 -2.5183 -2.9410
N 0.7022 -0.4905 1.2983
N -3.5886 4.8352 -7.0703
N -7.7910 7.4355 0.5818
N -1.1198 -0.5509 9.3045
N 5.2556 -2.4585 6.2827
N 2.0258 -4.1700 -4.6384
C 3.2678 6.3399 4.7163
C -5.3040 -8.4124 -3.6994
C -7.6563 7.2922 3.1421
C -4.3041 -4.8387 -3.1002
C -5.6537 6.5571 1.5599
C 7.0616 -0.9292 -1.1847
C -3.0474 -2.0602 8.6865
C 7.6721 -2.3349 5.6547
C 2.4120 -5.6988 -4.6910
C -0.6935 4.3671 5.1767
C -3.5905 2.6091 -5.7488
C -7.5793 3.3454 -6.8335
C 7.7866 -3.6218 -4.4402
C 2.4397 -6.2198 -3.1737
C -5.3927 3.0045 -7.6388
C -0.4458 -0.3482 0.3472
C 5.9424 -1.4243 -2.1977
C 2.5927 -6.0744 -7.6692
C 2.3580 5.3356 4.0536
C 1.4228 -6.4568 -5.5779
C -3.7621 5.9986 0.2240
C -5.4612 -3.7956 -3.4667
C -4.2062 -1.6550 6.6392
C 6.0691 -0.4119 5.2043
C -5.4230 -6.9806 -3.1159
C 1.2641 2.5406 -0.7603
C -1.7795 -2.3750 10.8637
C 6.2192 -1.8881 5.1864
C 7.3494 -2.2817 -4.0591
C 0.7014 3.7002 4.9586
C -1.6577 -2.0056 9.3809
C -6.8514 7.4000 1.8174
C -0.2158 0.7500 -0.6901
C 9.2290 -2.4631 7.4404
C -1.7472 -0.1601 1.2289
C -3.9146 3.2767 -7.1715
H 0.7185 -1.3414 1.8423
H -5.0487 6.7036 2.4547
H 1.7991 -7.4798 -5.5816
H -2.7148 2.9978 -5.2289
H -7.9365 6.4710 0.3198
H 1.5780 -0.5899 0.8052
H -8.7182 7.7618 0.8142
H -0.8125 -2.3385 11.3654
H 1.4365 -6.1481 -2.7536
H -5.1611 -8.4354 -4.7798
H -5.4839 3.4852 -8.6128
H -2.9769 6.1101 0.9718
H 8.2185 -1.6906 -3.7705
H -0.9955 -2.6773 8.8347
H 6.8187 -1.6632 -4.7829
H 2.2491 -3.6638 -5.4834
H -4.4493 2.8551 -5.1243
H -2.4158 -1.6334 11.3467
H -4.2414 -1.0639 5.7241
H -1.8273 0.7923 1.7530
H 1.0270 -4.1083 -4.5012
H -7.9309 2.3140 -6.8036
H 7.7880 -3.3405 5.2504
H -2.7119 5.1644 -6.6919
H 5.5814 -2.2809 7.2221
H 1.1708 2.5943 -1.8450
H -1.7801 -1.0339 1.8797
H -8.3315 6.4481 3.0021
H 8.5400 -3.9024 -3.7041
H -3.2972 2.9468 -8.0071
H 5.1349 -0.1327 4.7170
H 3.1688 -5.1911 -7.3932
H 0.4208 -6.5553 -5.1603
H -7.0552 7.2557 4.0506
H -8.0265 4.0915 -6.1766
H -5.3070 -7.0580 -2.0348
H -1.7348 0.1288 9.7287
H 2.4496 -6.0473 -8.7494
H 5.7482 -0.6373 -2.9263
H -3.3478 1.5500 -5.8351
H -7.5051 7.8773 -0.2803
H -5.9028 5.4984 1.6315
H 2.1938 2.0283 -0.5125
H 8.1623 -3.7635 -5.4535
H 2.7059 7.0768 5.2902
H -0.3822 -1.2927 -0.1932
H 8.3853 -1.6147 5.2538
H 3.7772 6.9053 3.9359
H 3.0336 -5.4622 -2.6624
H 6.9302 -4.2814 -4.3001
H 4.0325 5.9656 5.3969
H -0.8466 -0.3175 8.3606
H -5.0675 -1.4812 7.2843
H 2.8953 -7.1891 -2.9711
H -5.6328 1.9709 -7.8879
H 9.3457 -3.5466 7.4159
H -3.3825 -3.0902 8.5642
H -0.1885 -0.6579 9.6805
H 6.0698 0.0322 6.1998
H 0.6296 3.4715 3.8953
H 3.3920 -5.8173 -5.1532
H -7.9167 3.6004 -7.8381
H 3.0492 4.6641 3.5443
H 4.2742 -2.2200 6.2773
H 2.4334 -3.7167 -3.8332
H -1.2011 0.9570 -1.1078
H -4.3544 -2.6927 6.3404
H 9.3874 -2.0049 8.4166
H -4.4477 -4.9021 -2.0215
H -6.4433 -6.6395 -3.2912
H 6.8404 0.1100 4.6379
H -3.8178 -1.5082 9.2249
H -2.6220 -0.2220 0.5815
H 1.5770 5.7660 3.4267
H 5.2577 -3.4611 6.1603
H 0.4284 0.3649 -1.4805
H -4.1056 4.9643 0.2454
H -3.2559 6.1790 -0.7243
H 0.6998 0.3299 1.8873
H 10.0473 -2.1239 6.8053
H -3.5219 5.2262 -7.9991
H -4.3207 5.3386 -6.5899
H -6.5150 8.4307 1.7060
H -2.2471 -3.3240 11.1258
H 1.3316 3.5582 -0.3757
H -8.2769 8.1727 3.3083
H -6.0845 -9.0914 -3.3562
H 5.8470 -2.3383 4.2662
H -4.4707 -8.8781 -3.1734
H 3.2387 -6.9007 -7.3726
```

Gap between HOMO and LUMO (eV): 2.51
Energy (eV): -328178.453
Energy above the lowest of the compared OMol25 structures with the same formula, charge and spin (kcal per mole): 366.5